81
Properties=species:S:1:pos:R:3:mulliken_charge:R:1 method="wB97M-V/def2-TZVPD" total_charge=+2 total_energy_ev=-82682.293 e_homo_ev=-12.74
Sc -0.1760 0.0844 -0.1891 -0.347
N 0.7921 -3.6676 -2.0857 -0.148
C -0.2023 -4.6826 -2.1014 0.065
C 0.0618 -5.8972 -2.7051 -0.676
C -0.9365 -6.8618 -2.7792 -0.684
C -2.1963 -6.6022 -2.2725 -0.663
C -2.4613 -5.3811 -1.6601 -0.770
C -1.4566 -4.4400 -1.5616 1.016
S -1.7726 -2.9384 -0.6628 -0.098
N -0.4642 -1.9221 -1.1349 -0.283
C 0.5678 -2.3842 -1.7792 0.837
C 1.5854 -1.3897 -2.2175 0.712
C 2.3319 -1.5913 -3.3658 -0.833
C 3.2651 -0.6352 -3.7445 -0.623
C 3.4240 0.4871 -2.9506 -1.093
C 2.6077 0.6388 -1.8445 0.016
N 1.6852 -0.2612 -1.4839 0.067
H 1.6636 -3.8997 -2.5327 0.233
H 1.0462 -6.0980 -3.1129 0.387
H -0.7173 -7.8148 -3.2399 0.411
H -2.9779 -7.3449 -2.3500 0.413
H -3.4388 -5.1757 -1.2420 0.437
H 2.1710 -2.4652 -3.9818 0.497
H 3.8501 -0.7686 -4.6444 0.477
H 4.1512 1.2485 -3.1939 0.453
H 2.6928 1.5204 -1.2234 0.458
C -2.4063 -1.0512 2.6368 -1.197
C -1.2774 -0.4883 3.5110 0.571
C -1.8614 0.2603 4.7046 -1.598
P -0.1656 0.4970 2.3945 0.667
C 1.5477 0.4974 3.1059 0.309
C 1.6818 0.9792 4.5459 -1.423
C 2.4348 1.3045 2.1523 -1.158
C -0.7806 2.2108 2.3046 0.370
C -0.9096 3.0577 3.4069 -0.226
C -1.4373 4.3352 3.2937 -0.006
C -1.5943 5.2348 4.4864 -1.722
C -1.8574 4.7487 2.0294 -0.999
C -1.7351 3.9363 0.9202 -0.883
C -1.1771 2.6583 1.0251 0.033
N -1.0200 1.8139 -0.0729 1.523
C -1.3629 2.2319 -1.3909 -0.826
C -0.5666 3.1686 -2.0763 1.340
C 0.6558 3.7589 -1.4251 -1.405
C -0.9652 3.5806 -3.3384 -0.829
C -2.1257 3.0978 -3.9372 0.552
C -2.5436 3.5757 -5.2969 -1.554
C -2.8826 2.1504 -3.2523 -0.977
C -2.5238 1.7045 -1.9915 0.846
C -3.3836 0.7147 -1.2407 -1.106
H -3.0581 -1.6917 3.2313 0.559
H -2.0164 -1.6500 1.8086 0.090
H -3.0157 -0.2380 2.2322 0.271
H -0.6524 -1.3133 3.8677 0.610
H -2.5334 1.0525 4.3760 0.379
H -1.0966 0.6953 5.3450 0.291
H -2.4351 -0.4425 5.3101 0.514
H 1.8417 -0.5577 3.0614 0.601
H 1.4222 2.0331 4.6357 0.284
H 2.7177 0.8639 4.8672 0.468
H 1.0603 0.3939 5.2221 0.361
H 2.1522 2.3587 2.1700 0.261
H 2.3482 0.9359 1.1209 0.056
H 3.4818 1.2280 2.4447 0.549
H -0.6033 2.7124 4.3841 0.400
H -0.9204 4.9586 5.2958 0.387
H -2.6148 5.1814 4.8727 0.332
H -1.4069 6.2731 4.2163 0.415
H -2.2918 5.7345 1.9132 0.457
H -2.0763 4.2832 -0.0476 0.517
H 1.1043 3.0578 -0.7213 -0.133
H 0.3977 4.6538 -0.8555 0.373
H 1.3898 4.0450 -2.1779 0.532
H -0.3630 4.3123 -3.8660 0.507
H -2.2480 4.6122 -5.4514 0.408
H -3.6214 3.4946 -5.4256 0.397
H -2.0707 2.9772 -6.0785 0.290
H -3.7834 1.7602 -3.7129 0.452
H -4.1546 0.3065 -1.8905 0.474
H -3.8718 1.1941 -0.3900 0.267
H -2.8019 -0.1289 -0.8518 0.065